Entry from the OMol25 dataset: a molecular structure, C36H33IrN7S4Si (the ωB97M-V functional and the def2-TZVPD basis).

Structure (ORCA input):
```
! wB97M-V def2-TZVPD RIJCOSX def2/J DEFGRID3
* xyz 2 2
Ir -0.295 -0.476 -0.409
S 6.807 -0.637 -0.049
C 7.487 -1.782 -1.100
C 6.543 -2.425 -1.872
C 5.249 -1.991 -1.614
C 5.190 -1.013 -0.624
C 4.058 -0.379 -0.048
C 2.757 -0.681 -0.481
N 1.670 -0.160 0.049
C 1.801 0.726 1.104
C 3.089 1.118 1.589
C 3.133 2.051 2.679
C 2.006 2.534 3.242
C 0.708 2.149 2.770
C -0.466 2.647 3.281
C -1.709 2.234 2.721
C -1.675 1.282 1.688
N -0.566 0.778 1.182
C 0.647 1.214 1.688
C -2.934 2.790 3.179
C -4.238 2.514 2.777
C -5.189 3.283 3.440
C -4.631 4.154 4.349
S -2.937 4.045 4.408
C 4.203 0.566 1.009
H 8.548 -1.932 -1.103
H 6.792 -3.186 -2.587
H 4.384 -2.377 -2.121
H 2.608 -1.380 -1.288
H 4.104 2.352 3.040
H 2.053 3.232 4.064
H -0.455 3.357 4.092
H -2.605 0.935 1.261
H -4.490 1.775 2.038
H -6.249 3.212 3.271
H -5.141 4.854 4.982
H 5.188 0.825 1.363
C -3.797 0.198 -1.831
C -3.562 -0.782 -0.734
C -4.624 -1.448 -0.120
C -4.380 -2.375 0.883
C -3.080 -2.675 1.232
C -2.044 -1.998 0.580
N -2.315 -1.036 -0.349
N -0.713 -2.127 0.729
Si 0.039 -3.706 1.013
C -0.669 -4.760 -0.431
C -0.433 -4.420 2.712
C 1.924 -3.599 0.798
H -4.269 1.098 -1.440
H -4.477 -0.226 -2.565
H -2.866 0.455 -2.327
H -5.633 -1.244 -0.437
H -5.201 -2.866 1.382
H -2.855 -3.386 2.005
H -1.575 -5.279 -0.141
H 0.058 -5.505 -0.733
H -0.895 -4.144 -1.296
H -1.464 -4.754 2.753
H -0.266 -3.705 3.509
H 0.184 -5.287 2.911
H 2.191 -3.512 -0.248
H 2.364 -4.522 1.158
H 2.392 -2.788 1.344
S 0.930 -2.861 -4.252
C 0.417 -2.108 -2.960
N 0.042 -1.576 -1.977
N 0.540 4.257 -5.715
C -0.320 4.183 -4.678
S -1.647 5.289 -4.696
C -0.193 3.239 -3.645
C -1.119 3.192 -2.564
C -1.044 2.219 -1.617
N -0.105 1.238 -1.624
C 0.825 1.304 -2.611
C 0.828 2.244 -3.596
H 0.407 4.952 -6.430
H 1.383 3.708 -5.739
H -1.887 3.946 -2.504
H -1.751 2.204 -0.801
H 1.597 0.549 -2.588
H 1.615 2.210 -4.332
*
```

Energy relative to the best compared isomer or geometry (same formula, charge and spin) ... 53.1 kJ/mol
Strongest force on any atom ... 5.63 eV/A
⟨S²⟩ ... 0.779
M ... 912.28 g/mol
HOMO-LUMO gap (spin up / spin down) ... 6.18 / 4.17 eV
E ... -102346.203 eV
HOMO (spin up / spin down) ... -12.56 / -12.55 eV

Löwdin atomic charge list, values in e, 2 entries: Ir 1.432; S 1.097

---

Entry from the OMol25 dataset: C5H8N2 in the gas phase (the ωB97M-V functional and the def2-TZVPD basis).

Structure (ORCA input):
```
! wB97M-V def2-TZVPD RIJCOSX def2/J DEFGRID3
* xyz 0 1
C -0.422 1.464 -0.093
C -0.321 -0.069 -0.050
N -1.539 -0.655 -0.578
C 0.251 -0.396 1.325
C 1.566 -0.771 1.355
C 1.805 -0.865 -0.075
N 0.813 -0.501 -0.867
H -0.880 1.796 -1.029
H -1.023 1.822 0.748
H 0.578 1.894 0.008
H -1.613 -1.635 -0.320
H -2.347 -0.181 -0.187
H -0.365 -0.133 2.189
H 2.730 -1.193 -0.554
H 0.766 -0.576 -1.874
*
```

Energy relative to the best compared isomer or geometry (same formula, charge and spin) ... 316.1 kJ/mol
SMILES ... C[C@]1(N)C=C=CN1
Strongest force on any atom ... 0.50 eV/A
M ... 96.13 g/mol
HOMO-LUMO gap ... 7.41 eV
E ... -8291.720 eV
HOMO ... -7.33 eV

natural (NBO) atomic charge list, values in e, 2 entries: C -0.602; C 0.170

---

Entry from the OMol25 dataset: a molecular structure, C12H10BrMnN2O4 (the ωB97M-V functional and the def2-TZVPD basis).

Structure (ORCA input):
```
! wB97M-V def2-TZVPD RIJCOSX def2/J DEFGRID3
* xyz 1 6
Mn 4.322 0.237 -2.523
Br 1.868 0.197 -2.891
C -2.673 -1.148 -1.431
C -1.594 -0.358 -1.849
C -1.803 1.002 -2.040
C -3.091 1.495 -1.996
C -4.170 0.713 -1.615
C -3.942 -0.603 -1.245
N -3.390 2.829 -2.546
O -4.515 3.010 -2.961
O -2.505 3.660 -2.580
H -2.445 -2.181 -1.197
H -0.568 -0.694 -1.813
H -0.953 1.612 -2.316
H -5.147 1.175 -1.627
H -4.704 -1.245 -0.828
C 1.061 -1.243 3.299
C 2.309 -1.031 3.886
C 3.383 -0.601 3.121
C 3.196 -0.420 1.773
C 1.988 -0.760 1.161
C 0.893 -1.087 1.929
N 4.294 0.115 0.972
O 5.280 0.490 1.515
O 4.135 0.207 -0.265
H 0.222 -1.574 3.898
H 2.395 -1.313 4.926
H 4.297 -0.530 3.697
H 1.913 -0.655 0.087
H -0.057 -1.296 1.459
*
```

Energy relative to the best compared isomer or geometry (same formula, charge and spin) ... 21.1 kJ/mol
Strongest force on any atom ... 2.41 eV/A
⟨S²⟩ ... 8.756
M ... 381.06 g/mol
HOMO-LUMO gap (spin up / spin down) ... 5.61 / 5.56 eV
E ... -125126.466 eV
HOMO (spin up / spin down) ... -12.01 / -12.01 eV

natural (NBO) atomic charge list, values in e, 2 entries: Mn 1.586; Br -0.622

---

Entry from the OMol25 dataset: a molecular structure, C2H2N2O2S2 (the ωB97M-V functional and the def2-TZVPD basis).

Structure (ORCA input):
```
! wB97M-V def2-TZVPD RIJCOSX def2/J DEFGRID3
* xyz 0 3
C -1.051 -0.126 0.132
C -1.296 -1.544 0.099
N -2.054 0.738 -0.020
N 1.308 -1.175 -0.201
O 0.468 -2.181 -0.029
O -2.140 -2.361 0.090
S 0.577 0.383 0.241
S -3.635 0.276 -0.020
H -1.714 1.654 0.200
H 2.102 -1.176 0.373
*
```

Energy relative to the best compared isomer or geometry (same formula, charge and spin) ... 27.5 kJ/mol
Strongest force on any atom ... 5.66 eV/A
⟨S²⟩ ... 2.013
M ... 150.18 g/mol
HOMO-LUMO gap (spin up / spin down) ... 7.10 / 6.11 eV
E ... -30846.120 eV
HOMO (spin up / spin down) ... -7.41 / -8.51 eV

natural (NBO) atomic charge list, values in e, 2 entries: C -0.269; C 0.718

---

Entry from the OMol25 dataset: a molecular structure, C25H16BrMnN2O2S2 (the ωB97M-V functional and the def2-TZVPD basis).

Structure (ORCA input):
```
! wB97M-V def2-TZVPD RIJCOSX def2/J DEFGRID3
* xyz 1 4
Mn 0.071 -0.142 0.258
S -0.281 1.637 4.243
C -0.251 -0.100 4.419
C -0.053 -0.865 5.557
C -0.048 -2.240 5.425
C -0.249 -2.852 4.187
C -0.450 -2.098 3.051
C -0.427 -0.708 3.163
N -0.522 0.187 2.130
C -0.438 1.444 2.544
C -0.353 2.428 1.498
C -0.229 3.802 1.673
C -0.049 4.601 0.560
C -0.020 4.041 -0.709
C -0.153 2.667 -0.888
C -0.302 1.829 0.211
H 0.110 -0.390 6.510
H 0.102 -2.856 6.297
H -0.239 -3.929 4.118
H -0.631 -2.558 2.086
H -0.261 4.222 2.666
H 0.079 5.664 0.677
H 0.118 4.674 -1.573
H -0.144 2.264 -1.892
Br 5.384 -4.152 2.246
C 4.599 -3.338 0.727
C 5.012 -3.682 -0.562
N 4.472 -3.149 -1.636
C 3.507 -2.262 -1.522
C 3.031 -1.853 -0.275
C 3.592 -2.398 0.878
C 1.993 -0.814 -0.177
O 1.223 -0.544 -1.139
O 1.828 -0.166 0.894
H 5.791 -4.414 -0.724
H 3.103 -1.846 -2.436
H 3.241 -2.099 1.856
S -1.743 -1.182 -0.390
C -3.392 -0.650 -0.143
C -4.385 -1.582 0.159
C -5.691 -1.156 0.314
C -6.012 0.184 0.141
C -5.023 1.104 -0.185
C -3.710 0.696 -0.318
H -4.130 -2.624 0.269
H -6.467 -1.867 0.554
H -7.034 0.511 0.244
H -5.284 2.139 -0.351
H -2.919 1.395 -0.561
*
```

Energy relative to the best compared isomer or geometry (same formula, charge and spin) ... 65.6 kJ/mol
Strongest force on any atom ... 5.00 eV/A
⟨S²⟩ ... 4.017
M ... 575.39 g/mol
HOMO-LUMO gap (spin up / spin down) ... 6.04 / 6.79 eV
E ... -156286.982 eV
HOMO (spin up / spin down) ... -11.17 / -11.33 eV

natural (NBO) atomic charge list, values in e, 2 entries: Mn 1.170; S 0.524

---

Entry from the OMol25 dataset: a molecular structure, C13H26ClOPYb (the ωB97M-V functional and the def2-TZVPD basis).

Structure (ORCA input):
```
! wB97M-V def2-TZVPD RIJCOSX def2/J DEFGRID3
* xyz 2 1
C 5.006 -1.632 0.360
C 6.077 -0.662 -0.138
C 5.919 0.769 0.375
O 4.575 1.151 0.733
P 3.452 1.724 -0.271
Cl 4.065 1.253 -2.192
C 2.144 0.428 -0.086
C 0.787 1.023 -0.452
C -0.332 -0.020 -0.576
C -0.366 -0.983 0.609
C -1.666 0.691 -0.876
C -2.565 1.055 0.332
C -3.444 -0.094 0.713
C -4.671 -0.324 0.204
C -5.130 -1.684 -0.265
C -5.672 0.809 0.030
H 5.401 -2.647 0.371
H 4.128 -1.633 -0.286
H 4.699 -1.389 1.377
H 6.165 -0.692 -1.223
H 7.027 -1.011 0.271
H 6.347 1.498 -0.313
H 6.474 0.859 1.307
H 2.208 0.051 0.935
H 2.376 -0.377 -0.786
H 0.502 1.802 0.263
H 0.892 1.482 -1.440
H -0.098 -0.636 -1.450
H 0.502 -1.637 0.608
H -1.232 -1.646 0.535
H -0.439 -0.465 1.569
H -2.254 0.154 -1.623
H -1.418 1.657 -1.322
H -3.210 1.879 -0.007
H -1.977 1.446 1.163
H -3.051 -0.830 1.409
H -6.185 -1.692 -0.554
H -4.991 -2.449 0.503
H -4.549 -1.976 -1.138
H -5.850 1.143 -1.005
H -5.355 1.662 0.663
H -6.597 0.357 0.411
Yb -7.694 1.586 1.259
*
```

Strongest force on any atom ... 2.31 eV/A
M ... 437.82 g/mol
HOMO-LUMO gap ... 1.25 eV
E ... -69271.344 eV
HOMO ... -11.66 eV

natural (NBO) atomic charge list, values in e, 2 entries: C -0.607; C -0.437